1.
{"formula": "C15H19N3S", "method": "wB97M-V/def2-TZVPD", "species": ["C", "C", "C", "S", "C", "C", "H", "H", "C", "N", "C", "C", "N", "C", "N", "C", "C", "C", "C", "H", "H", "H", "H", "C", "H", "C", "H", "H", "H", "H", "H", "H", "H", "H", "H", "H", "H", "H"], "positions_angstrom": [[-3.278, -2.101, -0.770], [-3.623, -0.701, -0.382], [-2.923, 0.039, 0.526], [-3.612, 1.617, 0.732], [-4.854, 1.262, -0.403], [-4.733, 0.011, -0.908], [-5.409, -0.405, -1.634], [-5.594, 2.005, -0.622], [-1.703, -0.357, 1.291], [-0.626, -0.749, 0.395], [-0.161, 0.361, -0.417], [0.868, -0.152, -1.427], [1.980, -0.764, -0.740], [3.109, -0.083, -0.377], [3.847, -0.643, 0.588], [4.989, -0.083, 0.939], [5.486, 1.075, 0.373], [4.728, 1.668, -0.631], [3.537, 1.096, -1.017], [2.956, 1.554, -1.801], [5.070, 2.574, -1.111], [6.421, 1.501, 0.698], [5.525, -0.599, 1.726], [1.523, -1.854, 0.095], [2.383, -2.277, 0.611], [0.488, -1.354, 1.104], [0.113, -2.194, 1.693], [0.974, -0.636, 1.788], [1.065, -2.607, -0.553], [1.199, 0.660, -2.072], [0.398, -0.920, -2.050], [-1.016, 0.788, -0.945], [0.300, 1.151, 0.204], [-1.935, -1.223, 1.922], [-1.404, 0.475, 1.953], [-2.219, -2.280, -0.608], [-3.519, -2.271, -1.817], [-3.850, -2.809, -0.170]], "atomic_forces_ev_per_a": [[0.0, 0.0, 0.1], [0.2, 0.1, 0.2], [-0.3, 0.4, 0.1], [-0.1, -0.6, -0.3], [0.2, 0.3, 0.3], [0.0, 0.1, 0.0], [-0.1, -0.1, -0.1], [-0.2, 0.1, -0.1], [0.1, -0.1, 0.0], [0.1, 0.1, 0.1], [0.0, -0.1, -0.3], [-0.2, 0.4, 0.0], [-0.2, -0.3, -0.1], [0.5, 0.1, 0.0], [-0.3, -0.1, -0.1], [0.3, 0.2, 0.0], [0.1, 0.0, 0.0], [0.0, -0.1, 0.1], [-0.1, 0.1, 0.0], [0.0, 0.0, 0.0], [0.0, 0.0, 0.0], [0.1, 0.0, 0.0], [0.1, 0.0, 0.0], [0.0, -0.2, 0.4], [-0.2, -0.1, -0.1], [0.1, -0.2, -0.1], [0.0, 0.0, 0.0], [0.0, 0.0, 0.0], [0.0, 0.0, 0.1], [0.0, -0.1, 0.0], [0.0, 0.1, 0.0], [0.1, 0.0, 0.0], [0.0, 0.0, 0.0], [0.1, 0.1, 0.0], [0.0, -0.1, 0.0], [0.0, -0.1, -0.1], [0.0, -0.1, -0.1], [0.0, -0.1, 0.0]], "lowdin_charge": [-0.03, -0.33, -0.50, 1.02, -0.41, -0.15, 0.11, 0.06, -0.21, -0.18, -0.16, -0.13, -0.08, -0.29, 0.11, -0.15, -0.09, -0.08, -0.01, 0.09, 0.10, 0.09, 0.10, -0.14, 0.11, -0.16, 0.12, 0.13, 0.12, 0.11, 0.13, 0.12, 0.13, 0.13, 0.12, 0.06, 0.08, 0.08], "de_lowest_kj_mol": 92.82, "orbital_gap_ev": 8.6, "smiles": "Cc1ccsc1CN1CCN(c2ccccn2)CC1", "e_lumo_ha": 0.02966}

---

2.
{"formula": "C15H19NO2S", "method": "wB97M-V/def2-TZVPD", "species": ["C", "C", "C", "H", "C", "N", "C", "C", "C", "C", "C", "C", "C", "C", "S", "H", "H", "H", "H", "H", "C", "H", "H", "C", "C", "O", "O", "H", "H", "H", "H", "H", "H", "H", "H", "H", "H", "H"], "positions_angstrom": [[3.016, -1.915, -0.945], [2.613, -0.484, -0.606], [2.107, -0.335, 0.829], [2.761, -0.885, 1.507], [0.670, -0.837, 1.021], [-0.286, -0.016, 0.323], [-0.954, -0.362, -0.817], [-1.679, 0.727, -1.242], [-1.439, 1.769, -0.339], [-0.573, 1.293, 0.628], [-0.091, 2.047, 1.753], [0.005, 3.413, 1.806], [0.428, 3.905, 3.056], [0.650, 2.920, 3.961], [0.341, 1.361, 3.300], [0.981, 2.997, 4.977], [0.566, 4.950, 3.269], [-0.207, 4.043, 0.961], [-1.869, 2.750, -0.371], [-2.319, 0.779, -2.100], [-0.882, -1.735, -1.407], [0.132, -1.946, -1.758], [-1.140, -2.475, -0.644], [-1.838, -1.900, -2.589], [-3.286, -1.705, -2.210], [-4.118, -1.198, -2.914], [-3.578, -2.203, -1.003], [-4.514, -2.058, -0.800], [-1.748, -2.914, -2.986], [-1.598, -1.201, -3.391], [0.581, -1.861, 0.657], [0.429, -0.840, 2.088], [2.144, 0.718, 1.111], [1.842, -0.136, -1.298], [3.483, 0.162, -0.739], [2.189, -2.607, -0.805], [3.344, -1.982, -1.980], [3.836, -2.237, -0.306]], "atomic_forces_ev_per_a": [[0.0, 0.2, 0.0], [0.1, -0.1, 0.2], [-0.1, 0.0, -0.3], [0.1, 0.0, 0.1], [0.6, -0.1, 0.3], [-0.2, 0.2, 0.0], [-0.2, -0.2, -0.4], [0.2, -0.2, -0.1], [0.3, -0.1, 0.4], [-0.6, 0.2, -0.6], [0.4, 0.2, 0.8], [0.0, -0.4, -0.2], [0.0, 0.0, 0.3], [-0.1, -0.3, 0.0], [-0.1, 0.6, -0.3], [0.1, 0.1, 0.2], [0.0, 0.2, 0.1], [0.0, 0.1, -0.2], [-0.1, 0.2, 0.1], [-0.1, -0.1, -0.2], [0.0, 0.0, 0.0], [0.0, -0.1, 0.0], [0.1, 0.0, -0.1], [0.1, 0.0, 0.3], [-0.2, 0.1, -0.4], [-0.1, 0.1, -0.1], [0.1, -0.3, 0.6], [0.1, 0.1, -0.3], [0.0, 0.0, 0.0], [-0.1, -0.1, 0.0], [-0.1, 0.0, 0.1], [0.0, -0.2, -0.2], [0.0, 0.0, 0.1], [0.0, 0.1, -0.1], [-0.1, 0.1, -0.1], [-0.1, -0.1, 0.0], [0.0, -0.1, -0.1], [0.1, -0.1, 0.1]], "lowdin_charge": [-0.11, -0.25, -0.18, 0.12, -0.15, -0.01, -0.23, -0.03, -0.02, -0.25, -0.45, -0.13, -0.19, -0.41, 1.05, 0.06, 0.10, 0.11, 0.11, 0.11, -0.13, 0.11, 0.12, -0.09, -0.56, 0.10, 0.11, 0.14, 0.13, 0.13, 0.11, 0.08, 0.09, 0.10, 0.11, 0.06, 0.07, 0.07], "de_lowest_kj_mol": 14.99, "orbital_gap_ev": 8.0, "smiles": "CCCCn1c(CCC(=O)O)ccc1-c1cccs1", "e_lumo_ha": 0.02398}

---

3.
{"formula": "C15H19NO3S", "method": "wB97M-V/def2-TZVPD", "species": ["C", "H", "O", "C", "C", "H", "H", "C", "N", "C", "C", "C", "C", "C", "C", "C", "C", "S", "H", "H", "H", "H", "H", "C", "H", "H", "C", "C", "O", "O", "H", "H", "H", "H", "H", "H", "H", "H", "H"], "positions_angstrom": [[-0.921, -0.906, 3.306], [-0.114, -0.418, 3.849], [-0.398, -1.272, 2.060], [-1.339, -1.907, 1.227], [-0.687, -2.206, -0.120], [-1.294, -2.940, -0.652], [0.295, -2.636, 0.077], [-0.545, -0.965, -1.012], [0.343, 0.024, -0.458], [1.703, -0.048, -0.508], [2.224, 1.006, 0.208], [1.149, 1.728, 0.730], [-0.014, 1.102, 0.313], [-1.336, 1.541, 0.660], [-1.648, 2.269, 1.780], [-3.004, 2.643, 1.860], [-3.732, 2.211, 0.801], [-2.765, 1.336, -0.324], [-4.777, 2.339, 0.599], [-3.420, 3.205, 2.677], [-0.922, 2.508, 2.535], [1.204, 2.618, 1.324], [3.266, 1.223, 0.343], [2.482, -1.069, -1.273], [3.291, -1.437, -0.638], [1.860, -1.915, -1.561], [3.101, -0.459, -2.540], [2.058, -0.164, -3.585], [1.062, -0.809, -3.784], [2.369, 0.913, -4.313], [1.692, 1.079, -4.988], [3.638, 0.461, -2.313], [3.805, -1.168, -2.985], [-0.172, -1.262, -1.995], [-1.528, -0.516, -1.158], [-1.674, -2.847, 1.696], [-2.225, -1.267, 1.093], [-1.265, -1.784, 3.869], [-1.761, -0.208, 3.197]], "atomic_forces_ev_per_a": [[-0.1, 0.0, 0.1], [0.0, 0.0, 0.1], [0.2, -0.1, -0.3], [0.0, -0.3, 0.0], [-0.2, 0.5, 0.3], [0.0, -0.1, 0.0], [0.0, -0.1, -0.1], [-0.2, -0.7, -0.1], [0.0, 0.4, 0.0], [0.6, 0.0, 0.1], [0.0, -0.3, -0.1], [-0.5, -0.1, -0.1], [0.8, 0.4, 0.1], [-0.9, 0.1, 0.0], [0.2, -0.3, -0.2], [-0.3, 0.1, -0.1], [0.1, -0.2, -0.3], [0.2, 0.4, 0.5], [-0.2, 0.0, 0.0], [-0.1, 0.1, 0.1], [0.2, 0.0, 0.1], [-0.1, 0.2, 0.1], [0.2, 0.0, 0.0], [0.0, 0.2, -0.2], [-0.1, -0.1, 0.0], [0.1, -0.1, 0.0], [-0.1, -0.1, 0.1], [-0.1, -0.1, 0.0], [-0.1, -0.1, 0.0], [0.3, 0.5, -0.2], [0.0, -0.3, 0.2], [0.0, -0.1, 0.0], [0.0, 0.0, -0.1], [-0.1, 0.1, 0.1], [0.2, -0.1, -0.1], [0.0, 0.1, 0.0], [0.0, 0.0, 0.0], [0.0, 0.0, 0.0], [0.0, 0.0, 0.0]], "lowdin_charge": [-0.11, 0.09, -0.19, -0.23, -0.12, 0.12, 0.12, -0.14, 0.00, -0.24, -0.03, -0.03, -0.26, -0.44, -0.14, -0.19, -0.41, 1.04, 0.06, 0.10, 0.11, 0.10, 0.10, -0.11, 0.12, 0.11, -0.08, -0.52, 0.10, 0.12, 0.13, 0.12, 0.13, 0.10, 0.06, 0.12, 0.11, 0.09, 0.08], "de_lowest_kj_mol": 53.19, "orbital_gap_ev": 7.8, "smiles": "COCCCn1c(CCC(=O)O)ccc1-c1cccs1", "e_lumo_ha": 0.02484}

---

4.
{"formula": "C15H20BBrCl2F3O5S", "method": "wB97M-V/def2-TZVPD", "species": ["C", "C", "C", "B", "C", "Br", "C", "C", "O", "C", "S", "O", "O", "C", "F", "F", "F", "C", "C", "C", "C", "O", "C", "Cl", "C", "C", "Cl", "O", "H", "H", "H", "H", "H", "H", "H", "H", "H", "H", "H", "H", "H", "H", "H", "H", "H", "H", "H", "H"], "positions_angstrom": [[-3.347, 1.471, 1.336], [-2.157, 1.648, 1.322], [-0.708, 1.851, 1.323], [0.261, 0.519, 1.510], [0.442, 0.032, 3.071], [2.192, 0.500, 3.844], [-0.688, 0.418, 4.032], [-0.671, 1.848, 4.614], [1.589, 0.870, 0.861], [1.609, 0.363, -0.394], [1.847, 1.720, -1.643], [0.897, 1.703, -2.727], [2.130, 2.962, -0.974], [3.496, 1.256, -2.429], [4.492, 1.791, -1.750], [3.534, 1.718, -3.672], [3.693, -0.060, -2.475], [0.364, -0.649, -0.580], [-0.826, -0.222, -1.471], [-2.145, -0.895, -1.087], [-2.141, -2.433, -1.135], [-3.091, -0.358, -2.039], [0.973, -2.024, -0.943], [1.197, -3.088, 0.400], [1.371, -2.417, -2.162], [1.245, -1.646, -3.448], [2.086, -3.986, -2.403], [-0.120, -0.687, 0.735], [-4.403, 1.321, 1.295], [-0.427, 2.361, 0.390], [-0.470, 2.565, 2.120], [0.480, -1.061, 3.037], [-1.636, 0.269, 3.503], [-0.694, -0.293, 4.868], [-1.550, 2.408, 4.275], [-0.711, 1.830, 5.707], [0.209, 2.411, 4.302], [2.531, -0.223, -0.529], [-0.957, 0.857, -1.360], [-0.680, -0.401, -2.535], [-2.447, -0.574, -0.092], [-2.207, -2.847, -0.124], [-3.017, -2.792, -1.688], [-1.256, -2.852, -1.614], [-3.921, -0.829, -1.915], [2.119, -1.823, -4.079], [1.165, -0.575, -3.279], [0.346, -1.956, -3.995]], "atomic_forces_ev_per_a": [[-0.3, 0.0, -0.1], [0.3, 0.0, 0.1], [-0.2, 0.1, -0.1], [0.5, 0.2, 0.1], [-0.5, -0.1, -0.2], [0.1, 0.0, 0.1], [0.1, -0.1, 0.4], [-0.4, 0.1, -0.2], [-0.3, 0.0, -0.3], [0.4, -0.8, 0.4], [-0.2, 0.8, 0.2], [0.3, -0.2, -0.1], [-0.1, -0.4, -0.2], [-0.2, 0.1, 0.1], [0.3, 0.2, 0.3], [-0.1, 0.2, -0.3], [0.0, -0.5, -0.1], [-0.3, 0.4, 0.7], [0.1, 0.0, 0.0], [-0.1, -0.1, -0.1], [-0.1, 0.0, 0.1], [0.1, -0.1, 0.0], [0.0, -0.1, -0.4], [0.0, 0.0, 0.0], [-0.2, 0.4, 0.2], [0.0, 0.1, 0.0], [0.0, -0.1, 0.0], [-0.1, 0.0, -0.4], [0.2, 0.0, 0.0], [-0.1, -0.1, 0.1], [0.1, -0.1, -0.1], [0.1, 0.1, 0.0], [0.2, -0.1, -0.1], [0.0, 0.1, -0.1], [0.1, -0.1, 0.0], [0.1, 0.0, -0.1], [0.0, -0.1, 0.1], [-0.1, 0.1, -0.2], [-0.1, -0.1, 0.0], [0.1, 0.0, 0.1], [0.1, 0.0, 0.0], [0.2, 0.0, -0.1], [0.1, 0.1, 0.0], [-0.1, 0.0, -0.1], [0.0, 0.1, 0.0], [-0.1, 0.0, 0.1], [0.0, 0.0, 0.0], [0.2, -0.1, 0.0]], "lowdin_charge": [0.08, -0.17, -0.07, -0.83, -0.54, 0.67, -0.30, -0.14, -0.03, -0.28, 0.82, -0.30, -0.27, -0.69, 0.15, 0.14, 0.13, -0.37, -0.06, -0.38, -0.02, -0.06, -0.61, 0.74, -0.74, -0.11, 0.64, -0.03, 0.01, 0.10, 0.10, 0.07, 0.10, 0.09, 0.06, 0.06, 0.04, 0.14, 0.12, 0.10, 0.11, 0.08, 0.07, 0.06, 0.07, 0.07, 0.04, 0.09], "orbital_gap_ev": 8.2, "total_charge": -1, "e_lumo_ha": 0.09746}

---

5.
{"formula": "C15H20BMgN3O4", "method": "wB97M-V/def2-TZVPD", "species": ["Mg", "C", "C", "N", "O", "C", "C", "N", "O", "H", "H", "H", "H", "H", "H", "H", "N", "C", "H", "C", "C", "C", "C", "C", "C", "C", "C", "O", "B", "O", "C", "C", "H", "H", "H", "H", "H", "H", "H", "H", "H", "H", "H", "H"], "positions_angstrom": [[2.874, 0.024, -0.106], [6.986, 0.642, 1.356], [5.521, 0.432, 1.123], [4.956, 0.665, -0.018], [5.785, 1.144, -1.049], [4.677, -0.072, 2.164], [5.160, -0.348, 3.560], [3.444, -0.285, 1.785], [2.535, -0.736, 2.561], [7.368, 1.362, 0.636], [7.513, -0.300, 1.206], [7.191, 0.989, 2.364], [5.161, 1.401, -1.740], [6.054, -0.968, 3.567], [4.356, -0.878, 4.073], [5.361, 0.577, 4.104], [2.780, 3.154, 0.196], [2.979, 2.408, -0.665], [2.580, 3.743, 0.978], [-5.669, -1.539, -0.222], [-4.968, -0.863, -1.409], [-5.785, 0.354, -1.869], [-4.932, -1.864, -2.568], [-3.575, -0.421, -0.976], [-3.438, 0.535, 0.033], [-2.209, 0.979, 0.495], [-1.080, 0.432, -0.080], [0.243, 0.642, 0.159], [0.944, -0.225, -0.679], [0.047, -0.931, -1.457], [-1.199, -0.533, -1.083], [-2.426, -0.963, -1.547], [-6.671, -1.850, -0.511], [-5.746, -0.869, 0.630], [-5.112, -2.421, 0.089], [-6.767, 0.033, -2.212], [-5.282, 0.853, -2.694], [-5.922, 1.072, -1.066], [-5.949, -2.136, -2.842], [-4.411, -2.776, -2.287], [-4.454, -1.435, -3.445], [-4.318, 0.961, 0.490], [-2.143, 1.713, 1.282], [-2.460, -1.704, -2.325]], "atomic_forces_ev_per_a": [[2.1, 0.3, 0.0], [-0.1, 0.3, -0.3], [0.6, 0.3, -0.9], [0.0, -0.3, -0.5], [0.2, -0.1, 0.4], [0.0, -0.3, 1.0], [-0.4, 0.0, -0.2], [-0.6, -0.4, 0.9], [0.4, 0.2, 0.0], [0.1, 0.0, 0.0], [0.0, -0.1, 0.0], [-0.1, 0.0, 0.1], [0.0, 0.0, 0.1], [0.1, 0.0, 0.0], [0.1, 0.0, 0.0], [0.1, 0.0, 0.1], [-0.1, 0.2, 0.2], [-0.1, 0.3, -0.2], [0.0, 0.0, 0.0], [0.1, 0.1, -0.2], [-0.2, -0.1, -0.1], [0.1, -0.2, 0.1], [0.0, 0.2, 0.2], [0.0, 0.1, 0.0], [-0.1, 0.0, -0.1], [0.4, 0.0, 0.0], [-0.8, -0.6, -0.6], [-0.2, 0.6, 0.6], [-1.0, -0.4, -0.7], [-0.1, -0.5, -0.5], [-0.4, 0.6, 0.6], [0.3, 0.0, 0.0], [-0.1, 0.0, 0.0], [0.0, 0.1, 0.1], [0.1, -0.1, 0.1], [-0.1, 0.0, 0.0], [0.0, 0.1, -0.1], [0.0, 0.1, 0.1], [-0.1, 0.0, 0.0], [0.1, -0.1, 0.0], [0.1, 0.0, -0.1], [-0.1, 0.0, 0.0], [0.0, 0.1, 0.1], [0.0, -0.1, -0.1]], "lowdin_charge": [0.74, 0.00, -0.28, -0.10, -0.05, -0.30, -0.03, -0.20, -0.13, 0.08, 0.10, 0.08, 0.07, 0.08, 0.07, 0.08, 0.17, -0.01, 0.11, -0.05, -0.56, -0.05, -0.07, -0.17, -0.04, 0.02, -0.21, 0.08, -0.52, 0.13, -0.19, 0.07, 0.08, 0.08, 0.09, 0.08, 0.09, 0.07, 0.08, 0.08, 0.09, 0.10, 0.12, 0.11], "de_lowest_kj_mol": 198.09, "orbital_gap_ev": [7.8, 7.8], "e_lumo_ha": [0.00454, 0.00453]}

---

6.
{"formula": "C15H20Br2N2O2PtS", "method": "wB97M-V/def2-TZVPD", "species": ["Pt", "Br", "C", "Br", "H", "H", "C", "O", "C", "C", "O", "C", "H", "H", "H", "H", "H", "H", "H", "H", "H", "H", "S", "C", "C", "C", "N", "C", "C", "C", "C", "C", "N", "C", "C", "H", "H", "H", "H", "H", "H", "H", "H"], "positions_angstrom": [[0.225, -0.049, -0.067], [2.398, -1.019, 1.185], [2.315, -2.637, 0.103], [0.654, -2.661, -0.885], [2.338, -3.487, 0.774], [3.144, -2.618, -0.592], [-0.854, -1.023, 2.784], [-1.239, -0.690, 1.429], [-2.370, 0.210, 1.346], [-1.914, 1.644, 1.433], [-0.976, 1.842, 0.361], [-0.504, 3.201, 0.243], [-1.744, -1.327, 3.331], [-0.375, -0.176, 3.276], [-0.166, -1.860, 2.722], [-3.081, -0.029, 2.137], [-2.836, 0.014, 0.380], [-1.430, 1.874, 2.387], [-2.764, 2.316, 1.297], [-1.361, 3.871, 0.180], [0.072, 3.260, -0.676], [0.114, 3.460, 1.103], [3.609, 2.675, -5.091], [2.742, 1.930, -3.737], [3.120, 2.157, -2.412], [2.413, 1.562, -1.395], [1.368, 0.747, -1.630], [1.010, 0.504, -2.902], [1.667, 1.076, -3.971], [3.260, 4.382, -4.672], [2.065, 4.957, -5.074], [1.827, 6.278, -4.716], [2.686, 7.011, -4.015], [3.842, 6.456, -3.665], [4.181, 5.143, -3.970], [3.958, 2.798, -2.178], [2.681, 1.726, -0.360], [0.168, -0.158, -3.058], [1.341, 0.862, -4.979], [1.343, 4.404, -5.660], [0.906, 6.766, -5.012], [4.534, 7.087, -3.120], [5.144, 4.741, -3.683]], "atomic_forces_ev_per_a": [[-0.1, 0.0, -0.1], [0.0, 0.0, 0.1], [0.0, 0.0, 0.0], [0.0, 0.0, 0.0], [0.0, 0.0, 0.0], [0.0, 0.0, 0.0], [0.0, 0.0, 0.0], [0.0, 0.0, 0.0], [0.0, 0.0, 0.0], [0.0, 0.0, 0.0], [0.1, 0.0, 0.1], [0.0, 0.0, 0.0], [0.0, 0.0, 0.0], [0.0, 0.0, 0.0], [0.0, 0.0, 0.0], [0.0, 0.0, 0.0], [0.0, 0.0, 0.0], [0.0, 0.0, 0.0], [0.0, 0.0, 0.0], [0.0, 0.0, 0.0], [0.0, 0.0, 0.0], [0.0, 0.0, 0.0], [-0.2, 0.0, 0.0], [0.0, 0.1, -0.1], [-0.1, 0.1, 0.0], [0.0, 0.0, 0.0], [-0.1, -0.1, 0.0], [0.0, 0.0, 0.0], [0.1, -0.1, 0.0], [0.1, 0.0, 0.1], [0.0, 0.0, 0.0], [0.0, 0.0, 0.0], [0.0, 0.0, 0.0], [0.0, 0.0, 0.0], [0.0, 0.0, 0.0], [0.0, 0.0, 0.0], [0.0, 0.0, 0.0], [0.0, 0.0, 0.0], [0.0, 0.0, 0.0], [0.0, 0.0, 0.0], [0.0, 0.0, 0.0], [0.0, 0.0, 0.0], [0.0, 0.0, 0.0]], "lowdin_spin": [1.41, 0.17, 0.01, 0.14, 0.00, 0.00, 0.00, 0.03, 0.01, 0.01, 0.13, 0.00, 0.00, 0.00, 0.00, 0.00, 0.00, 0.00, 0.00, 0.00, 0.00, 0.00, 0.00, 0.00, 0.00, 0.01, 0.06, 0.01, 0.00, 0.00, 0.00, 0.00, 0.00, 0.00, 0.00, 0.00, 0.00, 0.00, 0.00, 0.00, 0.00, 0.00, 0.00], "de_lowest_kj_mol": 0.00, "orbital_gap_ev": [7.7, 4.9], "s_squared": 2.006, "spin_multiplicity": 3, "total_charge": 2, "e_lumo_ha": [-0.23585, -0.34035]}

---

In order of appearance, largest force on an atom = 0.6; 0.9; 0.9; 0.9; 2.1; 0.2 eV/A.